{
  "formula": "C4H14O2",
  "method": "ωB97M-V/def2-TZVPD",
  "energy_ha": -311.1727,
  "total_charge": -1,
  "orbital_gap_ev": [2.84, 10.22],
  "s2": 0.751,
  "molar_mass_g_mol": 94.2,
  "e_above_lowest_kj_mol": 148.9,
  "multiplicity": 2,
  "homo_ev": [0.7, -6.8],
  "symbols": ["H", "C", "H", "H", "H", "H", "C", "H", "H", "C", "H", "O", "H", "H", "C", "H", "H", "H", "O", "H"],
  "coordinates": [[1.2096, -0.8327, -3.2004], [0.1792, 0.8146, -2.0829], [1.8709, -0.3280, 1.8234], [2.2968, -0.2582, -2.1358], [-1.2322, -0.0247, -3.4782], [-1.6125, -0.4016, -1.8264], [0.2247, 1.5275, -0.7102], [0.5757, 1.6199, -2.8011], [-0.0833, 0.8117, 0.2339], [1.1545, -0.4427, -2.0907], [1.4076, -0.2299, 3.3239], [2.1525, -0.4887, 2.7176], [-1.5997, -1.6845, 2.9044], [-2.1063, 1.1140, -2.3996], [-1.2057, 0.4497, -2.4941], [1.1418, -1.2895, -1.3340], [1.2136, 1.7393, -0.2851], [-2.5545, -1.9550, 4.3594], [-2.4402, -1.3699, 3.4874], [-0.3431, 2.4940, -0.5567]],
  "forces_ev_per_a": [[-1.04, -0.03, 1.95], [1.98, 1.47, 0.95], [-0.67, 0.14, -0.55], [-1.62, 0.90, 0.82], [0.08, 0.30, -0.19], [0.94, 0.97, -0.68], [-0.70, -1.10, 3.44], [-0.26, -1.40, 0.60], [-0.04, 1.34, -2.46], [2.30, -0.44, -2.64], [0.62, -0.39, -1.08], [0.04, 0.15, 1.65], [-2.14, 0.59, 2.04], [1.46, 0.37, -0.22], [-2.70, -2.56, 0.94], [-1.02, 1.19, -0.90], [0.34, 0.13, -0.93], [0.94, 1.48, -2.88], [1.23, -1.98, 0.81], [0.25, -1.15, -0.66]]
}

---

{
  "formula": "C4H14O2S",
  "method": "ωB97M-V/def2-TZVPD",
  "energy_ha": -709.4221,
  "orbital_gap_ev": 9.62,
  "smiles": "CCCCS.O.O",
  "molar_mass_g_mol": 126.2,
  "e_above_lowest_kj_mol": 114.4,
  "multiplicity": 1,
  "homo_ev": -9.0,
  "symbols": ["H", "H", "O", "H", "H", "S", "H", "H", "H", "H", "H", "H", "C", "C", "H", "O", "H", "C", "H", "C", "H"],
  "coordinates": [[-0.4200, -3.8837, -1.3257], [0.7347, -0.4431, 3.7065], [-2.2981, -1.2909, -1.4656], [-0.7138, 2.2974, 0.2749], [-1.9346, -1.7596, -2.2280], [1.1281, 2.3856, -1.1120], [0.4297, -1.4199, 1.1802], [-0.4984, 0.6842, -0.5762], [1.6101, 0.6230, 1.3436], [-0.8707, -0.3586, 3.7595], [-0.1797, -1.8761, 3.2180], [-2.4962, -0.3688, -1.5514], [-0.1180, -0.7844, 3.1004], [-0.1005, -0.5639, 1.6379], [2.3215, 2.0574, -0.6572], [0.0817, -3.4175, -1.9976], [0.4250, 1.4685, 2.1903], [-0.0392, 1.4453, 0.0741], [0.4734, -2.7498, -1.4289], [0.5231, 0.8335, 1.2963], [-1.0831, -0.6330, 1.1347]],
  "forces_ev_per_a": [[-0.39, -0.53, -0.13], [0.61, -0.24, -0.93], [0.08, -1.35, 1.08], [-0.13, -0.92, 0.13], [-0.08, 0.88, -0.12], [-0.85, -0.20, 0.26], [0.28, 0.67, -0.02], [-0.01, 0.40, 0.37], [-0.27, 0.43, -0.81], [-0.93, 0.21, -0.77], [-0.02, 0.23, 0.57], [0.11, 0.43, -0.94], [0.03, -1.45, 2.12], [-0.31, 1.18, -1.40], [0.39, -0.37, 0.39], [-0.09, 0.15, 0.39], [-0.43, 0.04, -0.38], [0.47, 1.39, -2.07], [0.37, 0.46, -0.27], [1.13, -1.48, 1.83], [0.06, 0.06, 0.69]]
}

---

{
  "formula": "C4H14O2S2",
  "method": "ωB97M-V/def2-TZVPD",
  "energy_ha": -1107.6352,
  "orbital_gap_ev": 9.13,
  "smiles": "CCCSSC.O.O",
  "molar_mass_g_mol": 158.3,
  "e_above_lowest_kj_mol": 39.4,
  "multiplicity": 1,
  "homo_ev": -8.8,
  "symbols": ["H", "H", "C", "H", "H", "C", "H", "O", "H", "H", "C", "H", "H", "S", "H", "H", "C", "H", "S", "O", "H", "H"],
  "coordinates": [[3.3972, -0.8404, 1.8779], [1.7697, 0.5065, -1.8733], [1.5880, 0.6339, -0.8139], [-2.9638, 0.4218, -1.4965], [-3.0940, 4.3354, -1.2714], [2.8161, 0.1169, -0.0515], [0.6326, 0.2154, -0.4861], [-3.8060, 0.8313, -1.6987], [-4.0212, 0.5319, -2.5719], [-1.8106, -2.7199, 2.2551], [-1.1802, -2.3243, 1.4370], [-2.9212, 2.7946, -1.0659], [3.2876, -0.6056, -0.7200], [1.8732, -2.2884, 0.6617], [-1.6316, -2.7188, 0.5373], [1.4199, 1.6994, -0.6341], [2.5324, -0.6448, 1.2451], [3.5102, 0.9171, 0.2185], [0.4502, -3.0921, 1.8868], [-2.5660, 3.6809, -0.8282], [1.7301, -0.1888, 1.8201], [-1.0125, -1.2620, 1.5720]],
  "forces_ev_per_a": [[0.01, 0.20, -0.15], [-0.41, -0.09, -0.21], [-0.06, 0.88, 0.73], [0.19, -0.19, 0.06], [-0.42, 0.15, -0.33], [-0.11, -0.43, 0.40], [0.27, -0.60, -0.27], [0.12, 0.43, 0.73], [-0.20, -0.19, -0.73], [0.18, 0.47, -0.17], [0.74, -0.98, 1.45], [0.02, 1.01, 0.03], [0.56, 0.23, 0.05], [-0.03, -0.07, -0.27], [0.34, 0.43, -0.52], [0.31, 0.08, -0.08], [-1.20, -0.76, -0.15], [0.05, -0.02, -0.43], [-0.19, 0.32, -0.09], [0.30, -1.21, 0.24], [0.10, 0.20, 0.19], [-0.58, 0.13, -0.49]]
}

---

{
  "formula": "C4H14O3",
  "method": "ωB97M-V/def2-TZVPD",
  "energy_ha": -386.4311,
  "total_charge": -1,
  "orbital_gap_ev": [2.66, 10.07],
  "s2": 0.750,
  "molar_mass_g_mol": 110.2,
  "e_above_lowest_kj_mol": 108.7,
  "multiplicity": 2,
  "homo_ev": [0.8, -6.7],
  "symbols": ["H", "C", "H", "H", "H", "C", "O", "H", "H", "H", "H", "C", "H", "H", "C", "O", "H", "H", "O", "H", "H"],
  "coordinates": [[-2.7961, -0.7187, 1.9561], [-1.6414, -2.2426, 1.2033], [-0.8157, -2.0180, -0.7641], [-1.5648, -3.3278, 1.3153], [-2.6211, -2.1851, 3.0990], [-1.4469, -0.0948, -0.1650], [2.5352, 0.0276, 0.3992], [1.1101, 1.6572, -2.9630], [-2.4973, -0.0638, 0.1008], [2.9868, -0.2116, 1.2326], [2.8922, 3.8391, -1.4284], [-0.8529, -1.4877, 0.1942], [-1.3137, 0.0507, -1.2416], [0.5962, 1.0111, -1.5612], [-2.4900, -1.7411, 2.1220], [2.1540, 3.8374, -0.8006], [3.2206, 0.0125, -0.2826], [1.9134, 2.9185, -1.0327], [1.3376, 1.3281, -2.0676], [0.1903, -1.3836, 0.4980], [-0.8964, 0.7925, 0.1864]],
  "forces_ev_per_a": [[0.01, 0.32, 0.65], [-0.87, -0.67, 1.52], [0.08, -0.32, 0.27], [1.02, 0.12, -0.21], [-0.78, -0.50, -0.33], [0.97, 0.06, -0.41], [0.12, -0.27, 0.70], [-0.54, -0.33, 0.40], [-0.12, 0.34, -0.18], [-0.20, 0.18, -0.59], [0.19, 0.76, 0.17], [-0.72, 0.66, -1.18], [-0.52, -0.24, -0.08], [-0.87, -0.21, -0.16], [1.25, 0.83, -0.96], [0.54, -0.62, -0.62], [-0.11, 0.09, -0.13], [-0.77, -0.12, 0.44], [1.65, 0.50, -0.27], [-0.01, -0.09, 0.23], [-0.29, -0.47, 0.74]]
}

---

{
  "formula": "C4H14O3",
  "method": "ωB97M-V/def2-TZVPD",
  "energy_ha": -386.4519,
  "orbital_gap_ev": 10.01,
  "smiles": "C=CCC.O.O.O",
  "molar_mass_g_mol": 110.2,
  "e_above_lowest_kj_mol": 196.6,
  "multiplicity": 1,
  "homo_ev": -9.5,
  "symbols": ["H", "O", "C", "H", "C", "H", "C", "H", "H", "C", "H", "H", "H", "O", "O", "H", "H", "H", "H", "H", "H"],
  "coordinates": [[-1.8220, -3.7470, 3.1679], [-2.4083, 0.0115, 0.8512], [0.8393, 1.5194, -0.3010], [-0.1585, 1.5361, -0.7263], [0.7954, 2.4577, 0.9527], [1.5545, 1.9578, -0.9699], [1.2127, 0.0802, 0.0881], [-0.6592, -3.0434, 2.7984], [1.1456, 1.9956, 1.8798], [2.1979, -0.5500, -0.5824], [0.6613, -0.3597, 0.9242], [1.3542, 3.3587, 0.6472], [2.6556, -1.4519, -0.1317], [-1.6072, -2.8540, 2.8550], [-1.1292, -1.1150, -4.3611], [-1.8619, -0.7603, 1.0005], [-1.9376, -1.5403, -4.0700], [-0.9424, -0.4064, -3.7400], [-1.9957, 0.6327, 0.2515], [-0.3024, 2.6458, 1.1037], [2.4080, -0.3674, -1.6377]],
  "forces_ev_per_a": [[-0.94, 0.32, -0.01], [-0.78, 0.21, 0.32], [-0.44, -0.97, 1.48], [-0.11, 0.11, -0.47], [-1.37, -0.24, -0.83], [0.23, -0.30, -0.68], [0.87, 0.92, -1.41], [0.20, 0.85, -0.27], [0.34, 0.18, -0.30], [-1.00, -1.22, 1.05], [0.71, 0.25, 0.19], [-0.45, -0.17, 0.83], [-0.53, 0.30, -0.61], [0.79, -1.13, 0.21], [0.24, -0.01, -0.24], [0.32, 0.00, -0.19], [-0.10, 0.06, 0.17], [-0.14, -0.05, 0.09], [0.42, -0.27, -0.09], [1.16, 0.46, 0.21], [0.58, 0.70, 0.55]]
}

---

{
  "formula": "C4H14O3",
  "method": "ωB97M-V/def2-TZVPD",
  "energy_ha": -386.4652,
  "orbital_gap_ev": 9.04,
  "smiles": "C/C=C/C.O.O.O",
  "molar_mass_g_mol": 110.2,
  "e_above_lowest_kj_mol": 161.7,
  "multiplicity": 1,
  "homo_ev": -8.9,
  "symbols": ["H", "H", "H", "H", "C", "C", "H", "H", "C", "H", "H", "H", "H", "H", "O", "O", "O", "H", "C", "H", "H"],
  "coordinates": [[0.7934, 2.3648, -1.0309], [0.3988, -0.5167, 2.5837], [4.3289, -1.5701, 0.2866], [3.2078, -1.1386, -0.9777], [3.6388, -0.7857, -0.0373], [0.1650, -0.6484, 1.5311], [-2.5798, -0.0946, -1.8330], [2.8443, 0.1287, 1.8178], [1.2798, -0.4883, 0.5485], [-1.8615, 0.6460, -0.5795], [-0.6894, 0.0229, 1.3604], [0.9799, -0.5683, -0.4934], [4.3795, 0.0016, -0.2607], [-3.6851, -0.5717, 0.5093], [-4.6409, -0.6589, 0.6290], [-2.1994, -0.1727, -0.9761], [0.7229, 2.5826, -1.9673], [-0.3485, -1.6056, 1.3707], [2.5701, -0.4011, 0.9083], [-4.9886, -0.4473, -0.2198], [-0.1715, 2.9546, -1.9635]],
  "forces_ev_per_a": [[0.57, -0.23, 0.05], [0.45, -0.21, -0.01], [-0.51, -0.30, 0.50], [0.06, 0.12, 0.03], [1.31, 0.49, -1.00], [-1.43, 0.82, -0.21], [-0.19, 0.81, -0.90], [-0.06, -0.90, 0.50], [0.19, -0.24, 0.91], [-0.37, -0.19, -0.95], [0.22, 0.32, -0.13], [0.27, -0.67, -0.03], [-0.50, 0.19, -0.04], [-0.14, -0.11, -0.12], [0.51, -0.18, 1.08], [0.68, -0.58, 1.84], [-0.76, 0.12, 0.50], [0.54, -0.15, 0.19], [-0.57, 0.59, -0.71], [-0.47, 0.22, -0.97], [0.22, 0.08, -0.51]]
}

---

{
  "formula": "C4H14O3",
  "method": "ωB97M-V/def2-TZVPD",
  "energy_ha": -386.4382,
  "orbital_gap_ev": 9.65,
  "smiles": "C=CCC.O.O.O",
  "molar_mass_g_mol": 110.2,
  "e_above_lowest_kj_mol": 232.6,
  "multiplicity": 1,
  "homo_ev": -9.0,
  "symbols": ["H", "H", "H", "O", "H", "H", "C", "H", "C", "H", "H", "O", "H", "C", "H", "O", "H", "H", "H", "C", "H"],
  "coordinates": [[-3.8437, 0.9590, 0.6011], [1.7286, -1.4391, -0.8605], [-2.0839, 0.1518, 1.8037], [-1.2685, 0.3060, 2.3858], [-0.4855, 1.6096, -1.8426], [2.9371, -0.0770, -1.0737], [2.3013, -0.7949, 1.0654], [-2.7444, 0.1653, -0.2191], [2.0388, -0.4956, -0.4767], [-0.7795, -0.4318, -1.2378], [-1.7147, -0.5233, -2.5908], [-1.6613, -0.3083, -1.6014], [2.3908, 0.0044, 1.7472], [0.5552, 1.3273, -1.5582], [0.2298, 0.4858, 0.3793], [-3.2728, 0.1696, 0.5765], [1.4145, -1.3877, 1.3260], [-1.2468, -0.3530, 3.0649], [1.3301, 1.7210, -2.1200], [0.9063, 0.4561, -0.5166], [3.2684, -1.5451, 1.1473]],
  "forces_ev_per_a": [[0.57, -0.53, -0.24], [-0.13, -0.66, -0.75], [1.13, 0.14, 1.01], [-0.80, 0.46, -1.34], [1.12, 0.38, 1.14], [-1.25, -0.86, 0.96], [2.01, -3.61, -2.09], [0.21, 0.09, -0.98], [2.20, 2.27, 1.83], [0.34, -0.11, -0.59], [0.56, 0.36, 2.45], [-1.61, -0.68, -2.03], [0.25, 1.15, 0.38], [-0.40, -2.04, 2.86], [0.12, -0.83, -0.97], [-1.04, 0.36, 1.07], [0.33, 0.10, 0.41], [-0.17, -0.57, 0.44], [1.39, 0.13, -1.86], [-2.45, 2.52, -1.73], [-2.40, 1.94, 0.03]]
}

---

{
  "formula": "C4H14O3S",
  "method": "ωB97M-V/def2-TZVPD",
  "energy_ha": -784.6862,
  "orbital_gap_ev": 9.71,
  "smiles": "OCCCCS.O.O",
  "molar_mass_g_mol": 142.2,
  "e_above_lowest_kj_mol": 43.8,
  "multiplicity": 1,
  "homo_ev": -9.4,
  "symbols": ["H", "C", "H", "S", "O", "H", "H", "H", "H", "C", "H", "H", "H", "C", "H", "H", "H", "O", "H", "C", "H", "O"],
  "coordinates": [[1.6319, -2.2807, -0.4353], [0.0755, 0.3349, 0.4615], [2.9425, -2.0720, -1.1584], [-2.6829, -1.4761, 0.3049], [2.3291, 0.1857, 1.4399], [-1.4066, 1.9027, 0.8713], [1.3917, 1.0311, -2.6767], [0.6471, -0.9124, 2.1395], [0.6558, 1.0465, -0.1311], [0.9396, 0.0569, 1.7179], [0.5912, 2.2789, -3.1226], [-3.5238, -1.7667, -0.6961], [2.6183, -0.6561, 1.0631], [-1.3197, 0.8120, 0.8373], [-1.5574, 0.5236, 1.8586], [-3.3546, 0.8001, 0.0979], [0.7085, 0.8375, 2.4324], [1.3242, 1.7027, -3.3740], [-2.1101, 0.4283, -1.1047], [-2.4280, 0.2781, -0.0796], [-0.0531, -0.6003, -0.0961], [2.5809, -2.4547, -0.3498]],
  "forces_ev_per_a": [[0.15, -0.20, 0.08], [0.38, -0.46, 0.54], [0.14, -0.09, 0.07], [0.05, -0.17, -0.09], [-0.34, -0.62, 0.12], [0.24, -0.02, -0.21], [-0.12, 0.41, -0.25], [0.28, 0.06, 0.11], [-0.31, 0.05, -0.13], [-0.25, 0.54, -0.79], [0.17, -0.19, 0.04], [0.02, 0.01, -0.01], [0.18, 0.04, -0.06], [-0.57, 0.37, 0.01], [0.02, -0.28, 0.25], [-0.24, 0.24, -0.01], [0.00, 0.07, 0.36], [-0.06, -0.21, 0.24], [-0.13, -0.15, -0.30], [0.49, 0.13, 0.32], [0.24, 0.11, -0.17], [-0.35, 0.37, -0.10]]
}

---

{
  "formula": "C4H14O4",
  "method": "ωB97M-V/def2-TZVPD",
  "energy_ha": -461.6599,
  "total_charge": -1,
  "orbital_gap_ev": [2.94, 9.19],
  "s2": 0.750,
  "molar_mass_g_mol": 126.2,
  "e_above_lowest_kj_mol": 192.5,
  "multiplicity": 2,
  "homo_ev": [0.5, -5.9],
  "symbols": ["H", "H", "O", "H", "H", "H", "H", "O", "H", "H", "H", "H", "C", "C", "C", "H", "O", "H", "C", "O", "H", "H"],
  "coordinates": [[-1.8608, 0.3543, 1.5081], [2.5208, -0.4236, -1.5415], [1.3441, -1.7921, 0.5479], [1.2362, -0.9343, 0.9916], [0.4446, -2.1188, 0.6859], [0.1044, 1.5168, -1.4565], [0.4394, -1.2608, -2.7135], [-2.4575, -0.2690, 1.0953], [-2.7460, -1.0190, 1.6141], [-2.0393, -1.5004, -2.2320], [0.4421, 1.9934, 0.4081], [2.3940, 1.0294, -0.5414], [1.8805, 0.4064, -1.2724], [-0.1674, -0.4795, -2.2659], [-1.4898, -0.5641, -2.2036], [1.0184, 3.3321, 0.7898], [0.0067, -0.2620, 2.8412], [-0.2983, -1.1961, 2.7492], [0.5917, 0.5513, -1.5595], [0.2241, 2.8060, 0.8876], [0.5640, -0.4306, 3.6273], [-2.1520, 0.2605, -1.9600]],
  "forces_ev_per_a": [[0.27, -0.50, 1.00], [-0.57, -0.43, -0.09], [-0.21, 0.18, 0.11], [0.30, -0.06, 0.13], [-0.09, -0.44, -0.07], [-0.24, -0.19, 0.75], [-0.15, -0.41, 0.51], [-0.82, 0.31, -1.86], [0.60, 0.16, 0.85], [0.25, -0.08, -0.91], [-0.20, -0.04, 0.35], [-0.15, 0.55, -0.42], [0.68, 0.16, 0.87], [0.36, -0.02, 0.15], [-0.87, -0.13, 0.19], [0.18, 0.21, 0.09], [0.20, -0.69, 0.25], [-0.37, 0.19, -0.34], [0.27, 0.62, -1.92], [-0.02, -0.13, -0.27], [0.13, 0.58, 0.02], [0.43, 0.15, 0.60]]
}

---

{
  "formula": "C4H14O4",
  "method": "ωB97M-V/def2-TZVPD",
  "energy_ha": -461.6828,
  "orbital_gap_ev": 10.16,
  "smiles": "CC(C)C=O.O.O.O",
  "molar_mass_g_mol": 126.2,
  "e_above_lowest_kj_mol": 192.9,
  "multiplicity": 1,
  "homo_ev": -9.7,
  "symbols": ["H", "H", "O", "H", "H", "H", "H", "C", "H", "O", "O", "H", "H", "C", "O", "H", "C", "H", "H", "H", "C", "H"],
  "coordinates": [[3.7380, 0.3624, 3.1527], [-3.3201, 0.9888, -3.4964], [-2.3426, -1.4006, -5.3012], [-2.4058, -1.8328, -6.1532], [-4.7599, 0.7864, -3.1956], [3.4835, 1.9711, 3.8953], [1.3942, 0.4936, 4.4622], [1.3047, 0.2609, 1.4215], [0.1648, 1.7608, 3.8138], [-1.7767, -3.9321, -2.5676], [1.9071, -0.7804, 1.2181], [0.1853, -0.0621, 3.4127], [3.8241, 1.9345, 2.1662], [0.7787, 0.8233, 3.5968], [-4.1370, 1.3380, -3.7233], [-1.1803, -4.6670, -2.7508], [1.8086, 1.1986, 2.4921], [-2.6761, -0.5645, -5.5200], [0.6649, 0.6668, 0.7143], [-1.4412, -3.0505, -2.7947], [3.2500, 1.4240, 2.9982], [1.5360, 2.2807, 2.1589]],
  "forces_ev_per_a": [[-0.66, 1.98, -0.32], [2.60, -0.94, 0.64], [0.65, -1.56, 0.26], [0.14, -0.58, -0.11], [0.53, 0.68, -0.67], [-0.96, 0.35, 0.45], [-0.59, 0.57, -0.10], [6.04, -0.90, 0.45], [0.56, -1.70, 0.19], [-0.69, 0.11, 0.32], [-1.33, 0.10, 0.04], [-0.50, 0.10, -0.44], [-0.46, -0.69, 0.89], [0.59, 1.49, 1.60], [-3.07, 0.20, 0.02], [0.29, 0.80, -0.18], [-2.05, 3.35, 0.55], [-0.82, 2.19, -0.10], [-2.34, 0.58, -1.19], [0.38, -0.91, -0.19], [1.76, -3.45, -2.34], [-0.04, -1.77, 0.23]]
}